{
  "formula": "C30H67N5O12",
  "method": "ωB97M-V/def2-TZVPD",
  "total_charge": 2,
  "energy_ha": -2359.45072,
  "species": ["C", "C", "O", "N", "H", "H", "C", "H", "H", "H", "H", "H", "H", "C", "C", "O", "N", "H", "H", "C", "H", "H", "H", "H", "H", "H", "C", "C", "O", "N", "H", "H", "C", "H", "H", "H", "H", "H", "H", "C", "C", "C", "C", "N", "C", "C", "C", "C", "C", "H", "H", "H", "H", "H", "H", "H", "H", "H", "H", "H", "H", "H", "H", "H", "H", "H", "H", "H", "H", "C", "C", "C", "C", "N", "C", "C", "C", "C", "C", "H", "H", "H", "H", "H", "H", "H", "H", "H", "H", "H", "H", "H", "H", "H", "H", "H", "H", "H", "H", "O", "C", "O", "O", "H", "O", "C", "O", "O", "H", "O", "C", "O", "O", "H"],
  "positions_angstrom": [[17.762868, -7.740668, -4.149645], [17.358819, -8.310938, -5.452435], [17.162394, -7.756836, -6.455603], [17.078514, -9.764489, -5.379466], [17.063961, -10.050656, -4.352268], [16.141650, -10.070830, -5.734739], [18.082461, -10.685527, -5.965579], [16.980067, -7.774202, -3.388576], [17.926472, -6.675076, -4.337429], [18.629298, -8.185564, -3.665238], [17.587348, -11.624656, -6.168231], [18.923631, -10.875124, -5.304165], [18.445672, -10.306526, -6.914570], [15.044992, -8.013312, -1.601046], [14.351004, -8.369041, -0.339471], [14.517653, -7.927949, 0.701370], [13.186006, -9.298750, -0.535515], [12.359555, -8.738890, -0.255616], [12.865344, -9.448049, -1.538613], [13.362047, -10.628847, 0.180240], [14.323077, -7.696811, -2.363272], [15.550196, -8.908750, -1.971487], [15.650712, -7.124855, -1.450169], [12.499987, -11.230423, -0.074271], [13.469658, -10.360309, 1.222532], [14.258007, -11.062176, -0.260966], [12.177298, -6.578479, -4.656751], [11.388349, -5.314481, -4.832842], [10.559496, -5.110557, -5.629448], [11.876718, -4.138363, -3.957871], [11.536704, -4.361802, -3.011263], [12.905239, -4.134292, -3.939224], [11.430327, -2.799582, -4.415535], [12.323178, -6.915719, -3.629837], [13.152130, -6.441528, -5.137084], [11.617800, -7.336825, -5.196884], [10.357439, -2.703695, -4.396655], [11.855258, -2.610764, -5.400364], [11.949406, -2.051100, -3.816405], [11.020796, -16.990233, -9.126890], [11.907902, -17.133823, -7.901564], [12.624796, -15.839755, -7.512679], [13.504768, -16.114242, -6.299789], [14.283908, -14.920412, -5.855282], [13.469346, -13.808263, -5.285103], [14.356651, -13.093702, -4.289038], [15.322282, -14.189982, -3.771068], [15.143198, -15.397733, -4.677848], [15.165828, -14.416094, -6.947436], [10.289584, -16.185950, -9.014362], [10.411086, -17.886576, -9.243560], [11.630046, -16.819021, -10.011100], [12.635109, -17.947986, -8.013667], [11.328556, -17.482502, -7.035817], [11.799475, -15.168842, -7.256929], [13.279809, -15.436519, -8.280563], [14.272101, -16.824264, -6.607593], [12.931276, -16.482141, -5.453801], [13.146535, -13.167507, -6.104139], [12.573657, -14.209027, -4.806799], [14.975274, -12.288693, -4.676120], [13.819012, -12.674988, -3.443000], [16.375306, -13.913810, -3.750414], [15.041943, -14.429747, -2.747484], [16.028616, -15.821266, -5.138324], [14.557214, -16.139719, -4.142094], [15.992732, -13.887563, -6.498599], [14.585784, -13.712856, -7.533903], [15.411058, -15.262124, -7.577958], [8.617155, -14.339084, -7.129436], [9.512604, -13.104973, -7.185476], [9.839791, -12.388493, -5.875560], [8.575935, -11.762601, -5.349244], [8.780065, -10.945261, -4.125891], [9.676926, -11.667751, -3.127864], [9.403414, -11.050594, -1.782995], [8.006229, -10.419845, -1.909559], [7.536125, -10.770050, -3.297244], [9.295462, -9.613574, -4.438065], [7.570441, -14.060364, -6.982713], [8.891196, -15.000322, -6.297362], [8.681753, -14.940909, -8.030828], [9.088944, -12.362935, -7.879104], [10.437750, -13.355687, -7.716843], [10.708053, -11.740911, -6.002704], [10.154878, -13.155577, -5.153355], [7.890572, -12.569947, -5.105499], [8.131857, -11.030697, -6.020305], [10.695947, -11.560569, -3.488945], [9.331624, -12.698751, -3.151132], [10.150155, -10.283321, -1.578759], [9.422628, -11.788080, -0.985632], [8.037693, -9.340806, -1.756331], [7.322785, -10.770508, -1.138777], [6.862642, -10.010693, -3.686453], [7.003291, -11.718968, -3.360639], [9.880564, -9.186354, -3.632721], [8.547698, -8.953966, -4.866993], [10.020562, -9.797718, -5.238248], [15.402317, -11.316389, -1.952953], [16.809034, -11.295442, -2.006641], [17.343248, -10.437102, -2.781827], [17.405993, -12.124854, -1.333542], [15.150010, -10.641686, -2.656482], [12.634576, -10.283838, -5.366255], [13.121701, -9.912628, -4.179177], [14.365084, -9.779358, -3.967010], [12.297554, -9.680162, -3.203813], [13.334107, -10.712810, -5.955879], [14.161214, -10.412686, -9.075670], [14.812862, -11.351223, -8.239747], [14.472717, -11.361772, -6.985182], [15.701888, -12.118282, -8.770832], [14.545301, -10.685380, -9.947838]],
  "forces_ev_per_a": [[0.2, 1.6, 0.5], [-0.4, -1.6, 1.9], [-0.2, 1.3, -2.1], [-0.6, -1.8, 0.9], [-0.2, 0.1, 0.5], [0.4, 0.9, -0.1], [0.6, -0.2, -0.8], [-0.2, -0.5, -0.3], [0.3, -0.2, 0.1], [0.1, -0.3, -0.3], [-0.2, -0.2, 0.0], [-0.2, 0.3, 0.3], [-0.1, 0.1, -0.1], [-0.3, 0.4, -0.3], [-0.5, -0.4, -4.2], [0.6, 1.3, 4.3], [-1.7, -0.2, -0.9], [0.5, -0.6, 0.9], [1.2, -0.3, -0.5], [0.0, 1.1, -0.4], [-0.2, -0.6, 0.0], [0.4, 0.4, -0.1], [0.6, -0.4, 0.3], [-0.2, -0.1, 0.3], [-0.1, -0.5, 0.2], [0.0, -0.1, 0.2], [-0.3, 0.1, 0.0], [1.2, -0.9, -0.3], [-0.8, 0.6, -0.2], [0.0, -0.1, 0.2], [0.3, 0.3, -0.1], [-0.3, -0.3, 0.2], [0.9, 0.9, -0.2], [0.0, 0.2, 0.0], [0.0, -0.1, 0.0], [0.2, -0.2, 0.0], [-0.2, 0.0, 0.0], [-0.4, -0.4, -0.2], [-0.4, -0.1, 0.5], [-0.2, -0.3, 0.3], [0.3, -0.4, 0.3], [-0.4, -0.6, 0.8], [-0.2, 0.5, -0.9], [0.2, -0.7, 1.2], [-0.5, 0.7, -0.3], [1.1, -0.3, 0.5], [0.2, 0.0, 0.2], [-0.7, 0.4, -0.2], [-0.9, 0.2, -0.2], [0.3, 0.2, 0.0], [0.2, -0.1, -0.3], [-0.2, 0.0, -0.2], [0.0, 0.1, -0.4], [-0.2, 0.3, -0.1], [0.4, 0.5, -0.1], [-0.4, 0.1, -0.4], [-0.1, -0.3, 0.3], [0.0, -0.1, 0.1], [0.0, 0.0, 0.0], [0.2, -0.3, 0.1], [-0.4, 0.1, -0.6], [-0.2, 0.0, -0.1], [-0.1, 0.4, 0.1], [0.2, -0.2, 0.0], [0.2, -0.1, 0.3], [0.1, -0.3, -0.3], [0.3, 0.0, -0.2], [0.3, 0.0, -0.1], [0.6, 0.0, 0.1], [-0.2, 0.1, 0.7], [0.4, 0.4, -1.3], [0.2, -1.1, -0.1], [0.0, 0.6, 0.0], [-0.6, -0.1, 2.1], [0.0, -0.1, -0.6], [0.0, 0.5, 0.2], [0.0, 0.2, 0.7], [-0.9, -0.4, -0.3], [1.7, 0.1, -1.6], [0.0, -0.1, -0.1], [0.0, 0.1, -0.1], [0.0, 0.1, -0.2], [-0.2, -0.1, 0.2], [0.1, -0.1, 0.4], [-0.3, 0.4, 0.0], [0.0, 0.1, -0.1], [-0.3, 0.2, 0.0], [-0.2, -0.4, -0.5], [0.1, -0.1, 0.2], [0.2, -0.1, -0.1], [0.0, -0.1, 0.1], [0.2, -0.1, 0.0], [0.1, 0.0, -0.2], [-0.1, -0.2, -0.2], [0.2, 0.0, -0.4], [0.0, 0.0, 0.3], [-0.3, 0.0, 0.3], [-0.4, -0.1, 0.4], [0.2, 0.3, 0.2], [0.2, 1.3, -1.1], [1.5, -1.4, 0.5], [-0.9, 0.6, -0.6], [-0.8, 0.3, -0.1], [-0.2, -1.0, 0.6], [-0.3, -0.2, 0.5], [1.4, 0.5, 2.4], [-0.9, -0.2, -1.4], [-0.4, -0.2, -1.1], [0.3, 0.5, -0.3], [1.3, -1.9, 0.3], [1.5, -1.2, -0.1], [0.2, 0.5, -1.6], [-2.7, 2.3, 1.3], [-0.5, 0.6, 0.8]],
  "mulliken_charge": [-0.63, 0.69, -0.47, 0.90, -0.16, -0.16, -0.40, -0.19, 0.39, 0.36, -0.03, 0.30, 0.40, -0.15, 0.18, -0.43, 0.54, 0.50, -0.26, -0.58, -0.08, 0.04, 0.63, 0.28, 0.39, 0.24, -0.55, 0.24, -0.37, -0.15, 0.38, 0.42, -0.87, 0.19, 0.47, 0.15, 0.34, 0.38, 0.37, -1.14, -0.62, 0.47, -1.41, 0.59, -0.80, 1.16, -0.84, -0.57, -1.20, 0.14, 0.40, 0.35, 0.39, 0.37, -0.30, 0.46, 0.43, 0.41, 0.44, 0.22, -0.90, 0.28, 0.30, 0.35, 0.47, 0.32, 0.38, 0.33, 0.41, -1.39, -0.84, 1.06, -0.89, 0.60, -0.42, -0.08, -0.91, -0.66, -0.91, 0.42, 0.30, 0.29, 0.50, 0.34, -0.26, 0.13, 0.39, 0.16, -0.04, 0.54, -0.23, 0.59, 0.37, 0.35, 0.45, 0.45, 0.38, 0.23, 0.22, -0.35, 0.58, -0.80, -0.70, -0.21, -0.11, 0.43, -0.26, -0.91, 0.01, -0.49, 0.46, -0.58, -0.73, 0.34]
}